# 1
This record from the OMol25 dataset describes one molecule with the formula C6H15N. The level of theory is ωB97M-V/def2-TZVPD.

```
22
Properties=species:S:1:pos:R:3:forces:R:3
C 2.16324 0.45779 -0.97072 -0.129 0.038 -2.082
C 1.70987 -0.47092 0.20290 1.929 -0.095 -0.370
C 0.70593 -1.47226 -0.36931 2.478 1.901 -3.468
C -0.40787 -0.69479 -1.15955 1.045 0.435 2.208
N -0.85720 0.43744 -0.35361 1.816 2.148 1.783
C -1.54762 0.01902 0.86721 1.068 4.558 0.493
C -1.83293 1.47235 1.67943 -2.849 -2.326 -2.101
H 2.43263 0.02307 -2.11215 -0.307 0.390 3.448
H 3.01491 1.08815 -0.60071 -0.986 -0.174 -0.764
H 1.20843 1.01040 -1.26576 1.854 0.128 0.518
H 1.27722 0.22821 0.96124 0.450 -0.808 -0.237
H 2.62692 -0.99617 0.70271 -1.716 0.832 -0.879
H 0.32322 -2.02352 0.37359 -1.725 -2.205 2.618
H 1.37666 -2.14313 -0.97635 -1.108 0.418 0.116
H -0.23508 -0.28458 -2.11313 1.305 0.154 -1.248
H -1.24222 -1.29285 -1.34855 -1.502 -1.289 0.082
H 0.02431 0.99473 0.12006 -2.886 -1.757 -2.288
H -0.92648 -0.67927 1.34911 0.217 -1.058 1.373
H -2.50639 -0.29951 0.59921 -1.421 -1.007 -0.054
H -2.53026 1.88578 0.87456 0.733 -0.081 1.239
H -2.47370 1.30590 2.57708 0.715 0.118 -0.511
H -1.11351 2.25354 1.83464 1.020 -0.318 0.123
```
Positions in Å, forces in eV/Å.

Properties
LUMO = 1.15 eV
SMILES string = CCCCNCC
multiplicity = 1
energy relative to the best compared isomer or geometry (same formula, charge and spin) = 299.7 kJ/mol
Kohn-Sham gap = 9.95 eV
HOMO level = -8.798 eV


# 2
This record from the OMol25 dataset describes C13H25O7Rb2 as an isolated structure. The level of theory is ωB97M-V/def2-TZVPD.

```
47
Properties=species:S:1:pos:R:3:forces:R:3
Rb 0.15038 -1.22453 5.00656 -0.236 0.033 -0.238
Rb -3.86223 -0.52650 4.67947 0.220 -0.049 -0.253
O -0.93218 0.39576 0.88933 -0.138 2.192 0.948
C -1.32623 -0.70554 1.57883 0.246 -1.604 -0.645
O -1.65614 -0.73230 2.76901 -0.310 1.945 2.412
O -1.27277 -1.69381 0.87887 -0.050 -2.647 -1.735
H -0.87605 -0.00471 0.01866 0.247 0.069 -0.417
C -3.39804 2.40790 -0.16940 -0.883 -1.465 -0.183
C -2.87796 3.39516 0.80906 0.622 2.192 -1.801
O -2.20001 4.31271 0.40446 0.473 0.310 0.185
C -3.28666 3.25230 2.20178 -1.153 -1.305 1.281
H -4.47788 2.32160 -0.04854 -0.151 -0.150 0.158
H -2.97578 1.42797 0.05315 -0.071 -0.132 0.136
H -3.24926 2.56495 -1.23771 0.459 0.680 0.309
H -2.90751 2.25276 2.41453 0.094 -0.191 0.748
H -4.37070 3.14684 2.24442 -0.235 -0.195 -0.216
H -3.08491 3.95726 3.00827 0.847 0.220 -0.686
C 1.66750 -4.96634 -0.71974 -0.365 0.523 0.104
C 0.15627 -5.02208 -0.45246 1.946 1.841 -3.339
O -0.26571 -5.82062 0.28459 -1.636 -2.263 2.647
C -0.68821 -4.14112 -1.31959 -0.722 1.151 -0.820
H 1.94699 -4.51010 -1.66939 -0.261 -0.373 -0.277
H 2.05420 -5.97828 -0.59914 0.277 0.297 0.112
H 2.07371 -4.24657 -0.00910 0.238 -0.303 0.458
H -1.60017 -3.76366 -0.85702 0.177 -0.171 0.285
H -0.98836 -4.60570 -2.25883 -0.079 -0.943 0.190
H -0.17233 -3.29367 -1.77101 0.413 0.286 0.691
C 4.09265 -1.12038 0.09869 -0.139 0.167 0.257
C 3.67858 -0.80517 1.51867 0.637 0.863 1.031
O 4.48350 -0.39458 2.33692 -0.133 -0.404 -0.546
C 2.23979 -0.91546 1.93431 -0.883 -1.269 0.139
H 5.17660 -1.04737 0.01026 -0.142 0.045 0.048
H 3.61813 -0.34839 -0.50709 0.036 0.013 -0.293
H 3.75624 -2.09055 -0.26697 -0.145 0.002 0.145
H 1.93371 -1.95039 1.78156 -0.221 -0.207 -0.644
H 1.50388 -0.28910 1.43012 0.274 0.091 -0.256
H 2.06930 -0.85083 3.00895 0.715 0.730 0.025
C -0.05862 2.13774 -2.19615 0.802 0.273 0.245
C 1.10894 3.09957 -2.35265 2.413 0.710 -0.195
O 2.23560 2.96216 -1.81576 -3.595 0.213 -1.330
C 0.89624 4.24611 -3.42659 0.392 -1.050 1.101
H 0.04880 1.49323 -3.06859 -0.152 -0.324 -0.005
H -1.03523 2.61779 -2.25852 0.197 0.132 0.101
H 0.04979 1.57026 -1.27186 -0.047 -0.016 -0.147
H -0.15051 4.52098 -3.55649 0.086 0.183 0.359
H 1.22299 3.90180 -4.40781 0.227 -0.234 0.056
H 1.54977 5.06275 -3.11983 -0.290 0.136 -0.144
```
Positions in Å, forces in eV/Å.

Properties
<S²> = 0.7502
LUMO (spin up / spin down) = -0.56 / -0.43 eV
multiplicity = 2
energy relative to the best compared isomer or geometry (same formula, charge and spin) = 65.3 kJ/mol
Kohn-Sham gap (spin up / spin down) = 3.43 / 8.41 eV
HOMO level (spin up / spin down) = -3.991 / -8.842 eV


# 3
This record from the OMol25 dataset describes a 2-piece molecular cluster, C2H5NO4S overall. The level of theory is ωB97M-V/def2-TZVPD.

```
13
Properties=species:S:1:pos:R:3:forces:R:3
C -1.99892 1.27691 1.48925 -1.492 0.639 0.268
C -0.02485 0.25260 -1.39639 2.122 1.101 1.437
N -1.06044 0.63119 1.73381 4.148 -2.902 0.771
O -2.80467 2.02972 1.13426 -1.309 1.010 -0.547
O 2.22196 -0.86574 -1.55435 -2.663 3.229 -0.658
O 0.88523 -1.17279 0.56311 0.745 0.147 3.342
O -0.68389 -0.38828 2.59307 -4.021 1.856 1.597
S 0.81240 -1.26144 -0.84801 -1.120 -1.110 -2.900
H -0.99978 0.09673 -1.72255 -1.797 -0.782 -0.318
H -0.04728 1.03009 -0.53479 0.529 -1.309 -1.662
H 0.57708 0.45485 -2.27291 -0.013 0.979 -0.066
H 3.01588 -1.30530 -1.51643 2.431 -2.368 0.699
H 0.10730 -0.77854 2.33194 2.440 -0.489 -1.964
```
Positions in Å, forces in eV/Å.

Properties
LUMO = 0.47 eV
multiplicity = 1
energy relative to the best compared isomer or geometry (same formula, charge and spin) = 322.1 kJ/mol
Kohn-Sham gap = 10.08 eV
HOMO level = -9.604 eV


One value per record, in order, for max |F|: 0.092 0.083 0.100 Eh/bohr.